The following is a quantum chemistry calculation of the ion C4H8NO with charge +1 in a non-equilibrium geometry, from OMol25.

```
14
Properties=species:S:1:pos:R:3:forces:R:3
C -0.72330 0.93197 -0.72493 1.004 -0.300 -1.221
C 0.55208 0.22560 1.21381 -1.609 0.908 3.027
C 0.54458 -0.68255 -1.47454 0.981 4.197 0.815
C 0.16170 -1.07977 0.76836 -0.389 -0.639 0.374
N -0.76679 0.69819 0.59103 0.809 -1.576 2.951
O 0.18484 -1.47518 -0.47371 -1.242 -1.468 1.380
H 0.08888 1.68011 -0.85678 -1.274 -0.220 -1.020
H -1.70864 0.81565 -1.21852 1.040 0.657 -0.123
H 0.55739 0.34577 2.39769 -0.133 -0.303 -2.718
H 1.34762 0.75384 0.81526 1.555 0.897 -0.901
H 0.22561 -0.87203 -2.51755 0.418 -0.666 1.047
H 1.54741 -0.12784 -1.25186 -1.932 -1.066 -0.946
H -0.47735 -1.54602 1.54507 0.662 -1.068 -1.292
H -1.53403 0.33227 1.18667 0.111 0.649 -1.373
```
Forces are in eV/Å.

Results
**DFT total energy**: -7804.0443 eV
**E_LUMO**: -4.468 eV
**Net charge**: +1
**Highest occupied orbital energy**: -13.97 eV
**Relative energy (zero: lowest compared OMol25 entry of this formula, charge and spin)**: 93.6 kcal/mol
**Spin multiplicity**: 1

The following is a quantum chemistry calculation of the ion C4H8NO with charge +1 in a non-equilibrium geometry, from OMol25.

```
14
Properties=species:S:1:pos:R:3:forces:R:3
C 0.39735 -1.29313 0.59150 -0.201 0.768 -0.366
C -0.72957 -0.98123 -0.29606 -0.566 3.334 0.446
C -1.79190 0.16746 0.17968 1.112 -3.632 0.242
C 1.69686 0.55110 -0.55789 2.139 0.290 -0.504
N 0.68319 -0.40103 -0.27462 -1.433 -2.806 1.990
O 2.78145 0.00706 0.11675 -0.090 0.645 1.626
H 0.60589 -1.89277 1.50937 0.611 0.879 -0.947
H -0.77866 -1.61044 -1.14124 -1.040 -0.617 -0.834
H -2.41349 -0.38645 0.94925 0.605 1.355 -0.570
H -2.40857 0.46334 -0.63868 -0.397 0.164 -0.539
H -1.15760 0.99173 0.50960 -0.531 -0.122 0.460
H 1.97507 0.55827 -1.62466 -0.981 0.384 0.173
H 1.35513 1.54324 -0.15738 0.445 -0.769 -0.456
H 3.55852 -0.18011 -0.39589 0.328 0.127 -0.721
```
Forces are in eV/Å.

Results
**DFT total energy**: -7804.8951 eV
**E_LUMO**: -5.026 eV
**Net charge**: +1
**Highest occupied orbital energy**: -15.88 eV
**SMILES string**: C[C@@H]1C=[N+]1CO
**Relative energy (zero: lowest compared OMol25 entry of this formula, charge and spin)**: 74.0 kcal/mol
**Spin multiplicity**: 1

The following is a quantum chemistry calculation of the ion C4H8NO with charge +1 in a non-equilibrium geometry, from OMol25.

```
14
Properties=species:S:1:pos:R:3:forces:R:3
C -2.10646 -0.61831 0.72927 0.853 -0.034 0.250
C -1.06030 -1.12448 1.29271 0.622 0.322 0.167
C -0.06714 -0.00242 1.35724 -1.748 -0.584 -0.326
C 0.46395 0.37621 -1.09704 -0.631 0.180 -0.681
N 0.93162 0.02092 0.28980 0.784 0.107 -0.134
O 1.60022 0.81874 -1.74905 0.304 -0.061 0.224
H -2.74598 0.18257 0.45553 -0.305 0.403 -0.116
H -0.83251 -2.14394 1.54062 -0.022 -0.368 0.104
H -0.40993 0.98134 1.64168 0.152 0.091 0.110
H 0.01737 -0.51591 -1.55676 0.101 0.097 0.263
H -0.30645 1.15876 -1.00557 0.238 -0.222 0.212
H 1.43541 -0.87946 0.24870 -0.159 0.324 -0.007
H 1.64149 0.73031 0.53269 -0.110 -0.191 -0.111
H 1.43870 1.01567 -2.67982 -0.078 -0.062 0.043
```
Forces are in eV/Å.

Results
**DFT total energy**: -7803.4851 eV
**E_LUMO (alpha / beta)**: -5.035 / -4.449 eV
**Net charge**: +1
**Highest occupied orbital energy (alpha / beta)**: -13.29 / -13.63 eV
**Relative energy (zero: lowest compared OMol25 entry of this formula, charge and spin)**: 106.5 kcal/mol
**Spin multiplicity**: 1

The following is a quantum chemistry calculation of the ion C4H8NO with charge +1 in a non-equilibrium geometry, from OMol25.

```
14
Properties=species:S:1:pos:R:3:forces:R:3
C -0.22753 0.10430 0.02376 -0.118 2.751 -1.453
C -1.71560 -0.45034 0.25379 4.705 1.502 -0.899
C -2.74474 -0.26927 -0.51667 -2.811 -0.088 -1.562
C 1.07295 -0.14137 0.28844 -1.882 0.108 -0.133
N 2.19232 0.81942 -0.17849 -1.924 -2.165 -0.074
O 1.63681 -1.13226 0.97762 0.637 -0.118 -0.353
H -0.20259 1.16857 -0.41793 -0.726 -1.723 0.104
H -3.73943 -0.58812 -0.09348 1.183 0.225 -0.533
H -2.83991 0.09783 -1.57928 0.686 -0.141 1.464
H -1.75157 -0.87061 1.18482 -0.659 -1.124 2.249
H 2.84553 0.84040 0.56894 1.651 -0.481 0.478
H 1.85603 1.73355 -0.19944 -1.127 2.155 -0.297
H 2.52419 0.59366 -1.12917 0.403 -0.236 0.716
H 1.09354 -1.90574 0.81707 -0.019 -0.666 0.294
```
Forces are in eV/Å.

Results
**DFT total energy**: -7805.8482 eV
**E_LUMO**: -3.809 eV
**Net charge**: +1
**Highest occupied orbital energy**: -13.62 eV
**SMILES string**: C=C/C=C(/[NH3+])O
**Relative energy (zero: lowest compared OMol25 entry of this formula, charge and spin)**: 52.0 kcal/mol
**Spin multiplicity**: 1

The following is a quantum chemistry calculation of the ion C4H8NO with charge +1 in a non-equilibrium geometry, from OMol25.

```
14
Properties=species:S:1:pos:R:3:forces:R:3
C 0.16193 0.41914 0.42208 -5.719 1.028 0.048
C 2.57668 0.32001 -0.29744 -0.455 -0.342 0.051
C -2.97680 -0.28035 -0.35812 3.203 -2.027 -3.032
C 1.41008 -0.20281 0.56232 2.261 2.497 0.566
N -0.98997 0.62488 0.44590 0.464 -0.802 -0.322
O -2.36568 0.63236 0.51871 2.331 2.904 1.862
H 2.94415 1.29029 -0.02641 0.047 0.444 0.774
H 2.16116 0.51001 -1.28920 0.727 -0.817 -0.347
H 3.39515 -0.40828 -0.14318 -0.440 0.424 -0.885
H -2.13077 -1.00930 -0.37982 -1.616 -0.697 -0.634
H -3.09114 0.09106 -1.39754 -0.020 0.279 0.789
H -3.88354 -0.69627 -0.01333 -0.789 0.000 1.095
H 1.16520 -1.17594 0.33780 -0.227 -2.656 -0.485
H 1.62355 -0.11481 1.61822 0.233 -0.236 0.519
```
Forces are in eV/Å.

Results
**DFT total energy**: -7803.7381 eV
**E_LUMO**: -4.627 eV
**Net charge**: +1
**Highest occupied orbital energy**: -16.14 eV
**SMILES string**: CCC#[N+]OC
**Relative energy (zero: lowest compared OMol25 entry of this formula, charge and spin)**: 100.7 kcal/mol
**Spin multiplicity**: 1

The following is a quantum chemistry calculation of a cluster of 2 separate species, C4H8NO in total in a non-equilibrium geometry, from OMol25.

```
14
Properties=species:S:1:pos:R:3:forces:R:3
C 0.47266 0.39591 0.05844 -1.208 0.301 -0.364
C 2.60024 -0.71573 -0.10645 0.356 0.060 0.036
C -3.36789 0.12189 -0.04653 -2.956 -1.206 0.429
C 1.86373 0.60579 0.16101 1.453 -0.126 0.278
N -0.65580 0.29015 -0.11660 0.875 0.882 -0.257
O -2.30375 -0.61961 0.15476 0.865 -1.225 0.340
H 2.26454 -1.49693 0.56986 0.008 -0.036 0.044
H 3.66319 -0.54762 0.05394 0.000 -0.092 -0.014
H 2.45721 -1.04811 -1.13203 -0.046 0.017 -0.010
H -3.57471 0.40693 -1.09147 0.602 0.397 -0.034
H -3.54552 0.92945 0.68267 0.601 0.359 -0.221
H -4.11942 -0.67268 0.20042 -0.397 0.694 -0.210
H 2.07348 0.97841 1.17037 0.023 -0.002 -0.144
H 2.17205 1.37215 -0.55840 -0.177 -0.023 0.127
```
Forces are in eV/Å.

Results
**DFT total energy**: -7802.4617 eV
**E_LUMO (alpha / beta)**: -2.851 / -8.749 eV
**Net charge**: +1
**Highest occupied orbital energy (alpha / beta)**: -16.04 / -16.30 eV
**Relative energy (zero: lowest compared OMol25 entry of this formula, charge and spin)**: 29.0 kcal/mol
**Spin multiplicity**: 3